Entry one
C5H35NO14 | ωB97M-V/def2-TZVPD

Structure (ORCA input):
```
! wB97M-V def2-TZVPD RIJCOSX def2/J DEFGRID3
* xyz 0 1
C 2.484 -1.559 2.297
C 1.334 -0.873 3.100
C 0.106 -1.559 2.522
C -1.083 -0.770 3.066
C -2.016 -0.623 1.929
O -3.261 -0.826 2.317
O -1.909 -0.319 0.763
N 1.230 0.591 2.782
H 3.396 -0.866 2.254
H 2.501 -2.601 2.549
H 2.063 -1.366 1.242
H 1.423 -0.860 4.163
H 0.114 -1.687 1.431
H 0.145 -2.512 2.939
H -0.843 0.291 3.568
H -1.423 -1.231 3.984
H -4.581 0.522 -0.501
H 2.028 1.006 3.113
H 1.132 0.784 1.752
H 2.108 -2.495 -1.856
H 3.571 -2.857 -1.905
O 2.627 -3.131 -2.019
H -3.301 0.051 -2.348
H -4.250 -1.119 -2.333
O -4.198 -0.306 -2.037
H 0.911 4.334 0.234
H -0.603 4.567 0.022
O 0.116 4.203 -0.329
H -0.542 0.926 -0.076
H -0.419 2.476 -0.141
O -0.579 1.640 -0.708
H -0.916 0.941 -3.834
H 0.241 0.624 -2.963
O 0.158 0.964 -3.846
H 2.845 -0.730 -2.732
H 3.296 0.567 -3.477
O 3.359 0.125 -2.657
H 1.187 1.309 -0.875
H 2.412 1.071 -1.548
O 2.048 1.315 -0.706
H -2.482 2.548 -2.653
H -1.897 1.485 -1.843
O -2.594 1.592 -2.488
H -4.019 -0.810 1.729
H -3.590 1.363 0.262
O -4.479 0.949 0.311
H 2.733 3.952 -0.298
H 2.892 2.578 0.324
O 2.635 3.557 0.544
H -0.137 -4.473 1.698
H -0.864 -3.985 0.390
O -0.807 -3.956 1.339
H 0.013 -0.936 -3.276
H -0.565 -2.197 -2.435
O 0.248 -1.680 -2.739
*
```

The value obtained for the HOMO energy is -9.2308 eV. The calculation puts the LUMO energy at -0.07 eV. As for the gap between HOMO and LUMO: 9.16 eV.

---

Entry two
C5H35NO14 | ωB97M-V/def2-TZVPD

Structure (ORCA input):
```
! wB97M-V def2-TZVPD RIJCOSX def2/J DEFGRID3
* xyz 0 1
C 0.656 0.889 0.274
C 1.488 -0.278 0.779
C 2.956 -0.116 0.919
O 3.431 1.192 1.094
C -0.556 0.376 -0.492
N -1.804 0.191 0.099
C -2.405 0.397 1.488
O -0.441 -0.063 -1.658
H 1.245 1.530 -0.407
H 0.368 1.587 1.106
H 1.277 -1.116 0.034
H 1.096 -0.429 1.823
H 3.572 -0.439 -0.023
H 3.380 -0.682 1.874
H 2.694 1.864 0.900
H -2.457 -0.201 -0.587
H -3.091 -0.563 1.668
H -1.637 0.628 2.371
H -3.013 1.302 1.762
H 0.771 3.587 -2.219
H 2.024 4.367 -1.528
O 1.055 4.315 -1.472
H 0.078 -2.502 2.494
H -1.439 -2.527 2.501
O -0.636 -2.039 2.858
H -2.730 -2.811 -1.833
H -3.097 -3.091 -0.338
O -3.229 -2.466 -1.153
H 2.918 1.802 3.075
H 2.577 0.471 3.715
O 2.441 1.403 3.809
H 0.863 1.321 3.421
H 0.011 0.245 3.804
O -0.024 1.050 3.345
H -1.780 1.749 -3.060
H -2.757 2.707 -2.320
O -2.585 2.238 -3.173
H -1.283 -3.643 -0.088
H -1.244 -4.764 0.969
O -1.690 -3.909 0.693
H 2.708 -1.334 -2.448
H 1.065 -1.173 -2.181
O 1.875 -1.782 -1.966
H 1.017 1.472 -3.542
H 1.570 0.900 -2.219
O 1.761 1.555 -2.900
H -0.574 4.086 1.942
H -0.027 4.286 0.467
O -0.522 3.625 1.086
H -0.826 -3.169 -2.224
H 0.477 -3.640 -1.732
O -0.479 -3.768 -1.561
H -1.173 -1.193 -2.655
H -2.343 -1.522 -3.405
O -1.530 -1.913 -3.185
*
```

The value obtained for the HOMO energy is -9.9739 eV. The calculation puts the LUMO energy at 0.05 eV. As for the gap between HOMO and LUMO: 10.02 eV.

---

The most stable of them is entry two.

---

Entry one
C5H14OP | ωB97M-V/def2-TZVPD

Structure (ORCA input):
```
! wB97M-V def2-TZVPD RIJCOSX def2/J DEFGRID3
* xyz 1 1
C -1.956 -0.472 1.164
C 2.035 -1.312 0.779
C 0.879 0.463 -2.087
C -0.004 1.862 0.407
C -1.670 -0.609 -0.382
O 0.736 -1.131 0.228
P 0.037 -0.020 -0.636
H -1.633 -1.333 1.835
H -1.350 0.468 1.547
H -3.043 -0.291 1.305
H 2.266 -2.398 1.025
H 1.883 -0.760 1.715
H 2.867 -0.928 0.190
H 1.844 0.929 -1.829
H 0.291 1.232 -2.674
H 1.125 -0.261 -2.867
H -1.025 2.052 0.877
H 0.288 2.566 -0.275
H 0.692 1.712 1.201
H -2.455 -0.078 -0.900
H -1.805 -1.689 -0.623
*
```

The value obtained for the HOMO energy is -14.9324 eV. The calculation puts the LUMO energy at -2.76 eV. As for the gap between HOMO and LUMO: 12.17 eV.

---

Entry two
C5H14OP | ωB97M-V/def2-TZVPD

Structure (ORCA input):
```
! wB97M-V def2-TZVPD RIJCOSX def2/J DEFGRID3
* xyz 1 1
C -1.196 -1.542 -1.157
C 1.562 1.534 -0.995
C -0.730 -0.898 2.269
C -1.705 -0.268 -0.494
C 1.604 0.544 0.116
O -1.194 1.580 1.520
P -0.608 0.256 0.879
H -1.086 -2.346 -0.434
H -1.902 -1.865 -1.916
H -0.236 -1.374 -1.638
H 1.022 1.159 -1.861
H 1.138 2.485 -0.678
H 2.589 1.734 -1.310
H -0.437 -0.378 3.180
H -0.074 -1.752 2.108
H -1.761 -1.241 2.365
H -2.699 -0.418 -0.060
H -1.772 0.543 -1.224
H 2.074 0.888 1.028
H 1.861 -0.468 -0.152
H -1.348 2.358 0.971
*
```

The value obtained for the HOMO energy is -14.3740 eV. The calculation puts the LUMO energy at -3.42 eV. As for the gap between HOMO and LUMO: 10.95 eV.

---

The most stable of them is entry two.

---

Entry one
C22H32N4O4 | ωB97M-V/def2-TZVPD

Structure (ORCA input):
```
! wB97M-V def2-TZVPD RIJCOSX def2/J DEFGRID3
* xyz 0 1
C -6.706 -2.243 -0.274
C -5.646 -1.799 -1.271
C -4.976 -0.495 -0.830
N -4.306 -0.668 0.449
C -2.965 -1.207 0.351
C -1.918 -0.179 -0.101
C -1.942 1.033 0.832
N -1.006 2.047 0.384
C 0.150 2.311 1.016
O 0.444 1.836 2.097
C 1.080 3.307 0.324
C 1.085 3.250 -1.210
C 1.140 1.841 -1.666
N 0.212 1.177 -2.273
N 0.658 -0.093 -2.410
C 1.833 -0.139 -1.878
C 2.743 -1.304 -1.744
C 3.617 -1.104 -0.534
C 4.982 -0.910 -0.662
C 5.770 -0.660 0.455
O 7.123 -0.469 0.432
C 7.789 -0.551 -0.802
C 5.160 -0.582 1.703
C 3.799 -0.773 1.840
C 3.012 -1.049 0.728
O 1.668 -1.280 0.759
C 1.027 -1.309 2.017
O 2.209 1.067 -1.394
C -3.360 1.599 0.893
C -4.328 0.485 1.320
H -7.130 -3.202 -0.563
H -7.511 -1.513 -0.221
H -6.260 -2.337 0.712
H -4.891 -2.581 -1.369
H -6.096 -1.646 -2.255
H -5.751 0.266 -0.711
H -4.292 -0.156 -1.622
H -2.974 -2.051 -0.339
H -2.693 -1.583 1.344
H -0.928 -0.635 -0.107
H -2.130 0.149 -1.121
H -1.618 0.739 1.837
H -1.154 2.382 -0.555
H 2.082 3.101 0.706
H 0.801 4.311 0.652
H 0.193 3.711 -1.637
H 1.960 3.787 -1.581
H 3.350 -1.398 -2.647
H 2.123 -2.197 -1.645
H 5.416 -0.956 -1.649
H 7.668 -1.538 -1.262
H 7.444 0.219 -1.500
H 8.843 -0.386 -0.581
H 5.772 -0.367 2.564
H 3.357 -0.689 2.819
H 0.015 -1.661 1.820
H 0.985 -0.311 2.461
H 1.522 -2.006 2.699
H -3.407 2.426 1.602
H -3.645 1.972 -0.093
H -5.349 0.870 1.368
H -4.050 0.142 2.323
*
```

The value obtained for the HOMO energy is -7.9316 eV. The calculation puts the LUMO energy at 0.69 eV. Its SMILES is CCCN1CCC(NC(=O)CCc2nnc(Cc3cc(OC)ccc3OC)o2)CC1. As for the gap between HOMO and LUMO: 8.62 eV.

---

Entry two
C22H32N4O4 | ωB97M-V/def2-TZVPD

Structure (ORCA input):
```
! wB97M-V def2-TZVPD RIJCOSX def2/J DEFGRID3
* xyz 0 1
C 3.205 3.564 -4.087
C 2.917 2.603 -2.988
C 1.969 2.698 -2.017
C 2.104 1.562 -1.166
C 1.345 1.211 -0.026
C 0.283 1.868 0.522
C -0.272 3.064 0.036
N -0.734 4.048 -0.337
C -0.344 1.291 1.718
O 0.040 0.300 2.298
O -1.409 2.009 2.130
C -2.088 1.462 3.238
C -2.595 0.053 2.908
O -2.827 -0.289 1.770
N -2.788 -0.724 4.003
C -3.242 -2.078 4.080
O -3.341 -2.572 5.180
N -3.512 -2.636 2.902
C -3.962 -4.015 2.716
C -2.904 -4.974 3.267
C -4.140 -4.221 1.213
C -5.293 -4.218 3.445
C 3.170 0.811 -1.680
C 3.736 -0.455 -1.147
N 3.643 1.445 -2.779
C 4.713 0.974 -3.623
C 4.307 -0.242 -4.465
C 3.226 0.064 -5.510
C 2.538 -1.230 -5.941
C 3.819 0.763 -6.731
H 3.073 3.110 -5.068
H 2.516 4.399 -4.003
H 4.222 3.952 -4.018
H 1.251 3.483 -1.908
H 1.624 0.299 0.489
H -1.426 1.433 4.112
H -2.936 2.125 3.425
H -2.555 -0.354 4.915
H -3.354 -2.066 2.076
H -2.768 -4.799 4.330
H -3.215 -6.004 3.116
H -1.953 -4.816 2.762
H -4.878 -3.527 0.818
H -4.477 -5.234 1.013
H -3.198 -4.061 0.693
H -6.045 -3.535 3.055
H -5.642 -5.238 3.310
H -5.163 -4.027 4.506
H 4.791 -0.554 -1.393
H 3.207 -1.321 -1.549
H 3.633 -0.480 -0.064
H 5.021 1.793 -4.272
H 5.570 0.705 -2.995
H 3.942 -1.022 -3.798
H 5.197 -0.625 -4.968
H 2.472 0.712 -5.052
H 2.045 -1.706 -5.097
H 1.788 -1.026 -6.702
H 3.264 -1.927 -6.354
H 3.031 1.045 -7.426
H 4.365 1.662 -6.455
H 4.506 0.096 -7.249
*
```

The value obtained for the HOMO energy is -8.1102 eV. The calculation puts the LUMO energy at -0.14 eV. Its SMILES is Cc1cc(/C=C(\C#N)C(=O)OCC(=O)NC(=O)NC(C)(C)C)c(C)n1CCC(C)C. As for the gap between HOMO and LUMO: 7.97 eV.

---

The most stable of them is entry two.

---

Entry one
C2HFN2O2 | ωB97M-V/def2-TZVPD

Structure (ORCA input):
```
! wB97M-V def2-TZVPD RIJCOSX def2/J DEFGRID3
* xyz 0 1
O -1.847 1.704 -0.451
N -1.729 0.506 -0.575
C -1.198 -0.501 -0.797
F -1.525 -1.735 -0.678
C 1.838 0.538 0.410
N 1.355 -0.494 0.580
O 0.810 -1.541 0.703
H 2.296 1.524 0.809
*
```

The value obtained for the HOMO energy is -10.0796 eV. The calculation puts the LUMO energy at -0.57 eV. Its SMILES is [O-][N+]#CF.C#[N+][O-]. As for the gap between HOMO and LUMO: 9.51 eV.

---

Entry two
C2HFN2O2 | ωB97M-V/def2-TZVPD

Structure (ORCA input):
```
! wB97M-V def2-TZVPD RIJCOSX def2/J DEFGRID3
* xyz 0 1
N 1.156 2.200 -0.336
C 0.672 1.219 -0.030
C 0.076 -0.035 0.486
F -0.990 0.134 1.339
N -0.515 -0.829 -0.596
O 0.185 -0.970 -1.562
O -1.610 -1.299 -0.390
H 1.026 -0.419 1.091
*
```

The value obtained for the HOMO energy is -12.2998 eV. The calculation puts the LUMO energy at -0.90 eV. Its SMILES is N#C[C@@H](F)[N+](=O)[O-]. As for the gap between HOMO and LUMO: 11.40 eV.

---

The most stable of them is entry two.